Formula: C5H10O
Source: OMol25
Level of theory: ωB97M-V/def2-TZVPD

Structure (XYZ):
```
16
C5H10O (ωB97M-V/def2-TZVPD)
C -1.7740 -0.6376 -0.1057
C -1.2951 0.5781 -0.8807
C -0.1734 1.4511 -0.3951
C 0.1023 0.7046 -1.4171
C 2.0429 -0.9574 0.2358
O 1.4597 -1.6981 0.9870
H -2.1330 -1.4195 -0.7860
H -0.9754 -1.0653 0.5096
H -2.6070 -0.3696 0.5553
H -2.0952 1.0607 -1.4531
H 0.1337 2.1925 0.3280
H 0.9262 0.8548 2.4757
H 0.8066 0.3849 -2.1717
H 2.2984 -1.2546 -0.7999
H 2.3560 0.0605 0.5362
H 0.9271 0.1150 2.3817
```

Summary:
SMILES   CC1C=C1.[H][H].C=O
Lowest unoccupied orbital energy   0.0309 hartree
Gap between HOMO and LUMO   10.409 eV
Energy above the lowest of the compared OMol25 structures with the same formula, charge and spin   106.2 kcal/mol



Formula: C5H10O
Source: OMol25
Level of theory: ωB97M-V/def2-TZVPD

Structure (XYZ):
```
16
C5H10O (ωB97M-V/def2-TZVPD)
C -1.6066 1.4939 -1.1778
C -0.4560 0.9893 -0.3275
C 0.6904 -1.5821 0.7639
C 1.9623 -0.8013 0.5809
C -0.5562 -1.1147 0.8390
O -0.9969 0.1651 0.7010
H -2.3700 1.9453 -0.5379
H -1.2617 2.2422 -1.8989
H -2.0647 0.6641 -1.7251
H 0.2555 0.4218 -0.9368
H 0.0836 1.8228 0.1400
H 0.7858 -2.6585 0.8853
H 1.8367 0.2483 0.8615
H 2.7516 -1.2199 1.2139
H 2.3312 -0.8346 -0.4524
H -1.3852 -1.7816 1.0709
```

Summary:
SMILES   C/C=C\OCC
Lowest unoccupied orbital energy   0.0391 hartree
Gap between HOMO and LUMO   9.706 eV
Energy above the lowest of the compared OMol25 structures with the same formula, charge and spin   28.0 kcal/mol



Formula: C5H10O
Source: OMol25
Level of theory: ωB97M-V/def2-TZVPD

Structure (XYZ):
```
16
C5H10O (ωB97M-V/def2-TZVPD)
C -2.0136 -0.3552 0.6251
C -0.7015 0.5507 0.0258
C 0.6175 -0.1620 0.0325
O 0.5545 -0.9058 1.2113
C 1.5355 -0.5514 -1.0879
C 1.7229 0.7854 -0.4147
H -2.6155 0.3934 1.1347
H -2.1311 -1.2326 1.3385
H -2.5086 -0.7355 -0.2573
H -0.5679 1.3419 0.7749
H -0.9088 1.0305 -0.9475
H -0.4501 -0.9204 1.2727
H 2.2869 -1.2924 -0.8225
H 1.2112 -0.5854 -2.1249
H 2.5500 0.9862 0.2536
H 1.4185 1.6525 -1.0143
```

Summary:
SMILES   CCC1(O)CC1
Lowest unoccupied orbital energy   0.0375 hartree
Gap between HOMO and LUMO   10.027 eV
Energy above the lowest of the compared OMol25 structures with the same formula, charge and spin   63.7 kcal/mol



Formula: C5H10O
Source: OMol25
Level of theory: ωB97M-V/def2-TZVPD

Structure (XYZ):
```
16
C5H10O (ωB97M-V/def2-TZVPD)
C -1.4993 -1.2159 0.8440
C -0.0185 -1.2449 0.4863
C 0.2750 -0.1638 -0.5130
C 0.1326 1.3007 -0.1065
C 1.4269 1.4306 -0.8971
O 1.6790 0.0215 -0.7781
H -1.7765 -0.2398 1.2620
H -2.1154 -1.3800 -0.0480
H -1.7512 -1.9829 1.5796
H 0.6100 -1.0709 1.3686
H 0.2753 -2.2101 0.0580
H -0.2639 -0.3274 -1.4609
H 0.3276 1.4368 0.9652
H -0.7339 1.8883 -0.4093
H 2.1348 2.0783 -0.3894
H 1.2977 1.6794 -1.9613
```

Summary:
Lowest unoccupied orbital energy   0.0440 hartree
Gap between HOMO and LUMO   10.841 eV
Energy above the lowest of the compared OMol25 structures with the same formula, charge and spin   28.4 kcal/mol



Formula: C5H10O
Source: OMol25
Level of theory: ωB97M-V/def2-TZVPD

Structure (XYZ):
```
16
C5H10O (ωB97M-V/def2-TZVPD)
C 1.9674 0.3502 -0.3429
C 0.6584 -0.4932 -0.2246
C 0.0817 -0.7410 1.1471
C -0.6244 0.1753 0.1962
C -1.8579 -0.2828 -0.5044
H 2.8974 -0.1376 0.1798
H 1.6656 1.2999 0.2209
H 2.1180 0.6115 -1.4059
H 0.5003 -1.2610 -0.9412
H 0.5983 -0.3512 2.0355
H -0.3419 -1.7556 1.3498
H -1.8780 0.1173 -1.5446
H -1.8512 -1.3388 -0.5942
H -2.7643 0.1106 0.0423
H -0.4851 2.1431 -0.1777
O -0.6842 1.5533 0.5637
```

Summary:
SMILES   C[C@H]1C[C@@]1(C)O
Lowest unoccupied orbital energy   0.0345 hartree
Gap between HOMO and LUMO   10.658 eV
Energy above the lowest of the compared OMol25 structures with the same formula, charge and spin   32.5 kcal/mol



Formula: C5H10O
Source: OMol25
Level of theory: ωB97M-V/def2-TZVPD

Structure (XYZ):
```
16
C5H10O (ωB97M-V/def2-TZVPD)
C 0.3985 -0.6921 1.5531
C 0.2200 0.2585 0.3654
C -0.7100 1.4178 0.7360
C -0.3780 -0.5270 -0.8013
O -1.4547 -1.0741 -0.6878
C 0.4141 -0.5909 -2.0865
H 1.0540 -1.5355 1.3079
H -0.5763 -1.0934 1.8476
H 0.8325 -0.1630 2.4076
H 1.1988 0.6568 0.0673
H -1.7065 1.0282 0.9685
H -0.8068 2.1421 -0.0809
H -0.3280 1.9463 1.6163
H 0.4533 0.4073 -2.5395
H 1.4483 -0.8955 -1.8912
H -0.0592 -1.2855 -2.7826
```

Summary:
SMILES   CC(=O)C(C)C
Lowest unoccupied orbital energy   0.0363 hartree
Gap between HOMO and LUMO   10.523 eV
Energy above the lowest of the compared OMol25 structures with the same formula, charge and spin   0.3 kcal/mol



Formula: C5H10O
Source: OMol25
Level of theory: ωB97M-V/def2-TZVPD

Structure (XYZ):
```
16
C5H10O (ωB97M-V/def2-TZVPD)
C 0.4691 1.0595 1.3430
C 0.2637 -0.2769 0.6473
C -1.1922 -0.6845 0.3123
C -0.8209 -0.7844 -1.1880
C 0.6063 -0.3028 -0.8759
O 0.8405 0.9538 -1.4766
H 1.5273 1.3531 1.3375
H -0.0961 1.8563 0.8477
H 0.1472 1.0052 2.3890
H 0.7981 -1.0674 1.1904
H -1.5141 -1.6244 0.7701
H -1.9346 0.0919 0.5341
H -0.8680 -1.7915 -1.6136
H -1.3591 -0.0850 -1.8347
H 1.4065 -1.0096 -1.1432
H 1.7047 1.2682 -1.1819
```

Summary:
SMILES   C[C@H]1CC[C@H]1O
Lowest unoccupied orbital energy   0.0353 hartree
Gap between HOMO and LUMO   10.753 eV
Energy above the lowest of the compared OMol25 structures with the same formula, charge and spin   21.9 kcal/mol



Formula: C5H10O2
Source: OMol25
Level of theory: ωB97M-V/def2-TZVPD

Structure (XYZ):
```
17
C5H10O2 (ωB97M-V/def2-TZVPD)
C -1.6001 0.4650 -0.3698
O -1.5499 1.7207 0.3067
C -0.9994 -0.7092 0.4382
C 0.3170 -0.3016 1.0964
C 1.5609 0.0946 0.1635
C 1.5430 -0.4476 -1.2431
O 1.9003 -1.6321 -1.5518
H -2.6540 0.2980 -0.6007
H -1.0451 0.4206 -1.3037
H -0.9174 2.2767 -0.1509
H -1.6970 -1.1414 1.1577
H -0.7545 -1.4745 -0.3070
H 0.0492 0.5427 1.7497
H 0.7850 -1.0409 1.7436
H 1.6987 1.1758 0.2131
H 2.4155 -0.4331 0.6028
H 0.9479 0.1864 -1.9444
```

Summary:
Net charge   -1
Multiplicity   2
⟨S²⟩   0.7538
Lowest unoccupied orbital energy (spin up / spin down)   0.1400 / 0.1349 hartree
Gap between HOMO and LUMO (spin up / spin down)   3.429 / 6.837 eV
Energy above the lowest of the compared OMol25 structures with the same formula, charge and spin   6.7 kcal/mol



Formula: C5H10O2
Source: OMol25
Level of theory: ωB97M-V/def2-TZVPD

Structure (XYZ):
```
17
C5H10O2 (ωB97M-V/def2-TZVPD)
C -1.9827 -1.4608 0.3502
O -2.6973 -2.5007 -0.1219
C -0.5286 -1.3755 -0.2247
C 0.3561 -0.2803 0.3791
C 0.5065 0.9920 -0.4657
C 1.6582 1.9470 -0.1231
O 2.8730 1.4230 -0.4410
H -1.8460 -1.3679 1.4704
H -2.4804 -0.4854 0.1054
H -0.6747 -1.1157 -1.2783
H -0.1123 -2.3724 -0.0741
H 0.0572 -0.0116 1.3992
H 1.3794 -0.6194 0.5784
H 0.8119 0.6064 -1.4458
H -0.4661 1.5083 -0.5278
H 1.5426 2.9618 -0.5694
H 1.6032 2.1511 0.9891
```

Summary:
Net charge   -2
SMILES   [O-]CCCCC[O-]
Lowest unoccupied orbital energy   0.2677 hartree
Gap between HOMO and LUMO   6.704 eV
Energy above the lowest of the compared OMol25 structures with the same formula, charge and spin   7.9 kcal/mol



Formula: C5H10O2
Source: OMol25
Level of theory: ωB97M-V/def2-TZVPD

Structure (XYZ):
```
17
C5H10O2 (ωB97M-V/def2-TZVPD)
C -1.6713 0.9864 -1.5872
O -1.6153 1.2401 -2.9247
C -0.5077 0.1431 -0.9761
C -0.6354 0.0892 0.5741
C 0.3033 -0.9390 1.2074
C 1.7988 -0.5275 1.3362
O 2.4400 -1.1150 2.3971
H -1.6284 1.9364 -1.0032
H -2.6004 0.4199 -1.3104
H -0.4936 -0.8902 -1.3315
H 0.4108 0.6517 -1.2715
H -1.6873 -0.0906 0.8012
H -0.3865 1.0915 0.9363
H 0.1675 -1.9157 0.7211
H 0.0608 -1.2511 2.2200
H 1.7637 0.5935 1.3845
H 2.3434 -0.7613 0.3888
```

Summary:
Net charge   -2
SMILES   [O-]CCCCC[O-]
Lowest unoccupied orbital energy   0.2662 hartree
Gap between HOMO and LUMO   6.689 eV
Energy above the lowest of the compared OMol25 structures with the same formula, charge and spin   6.0 kcal/mol



| no. | energy (a.u.) |
| --- | --- |
| 1 | -271.58342 |
| 2 | -271.70797 |
| 3 | -271.65110 |
| 4 | -271.70742 |
| 5 | -271.70084 |
| 6 | -271.75206 |
| 7 | -271.71774 |
| 8 | -346.92258 |
| 9 | -346.85032 |
| 10 | -346.85341 |